1.
Molecular formula: C4H9NO2
Method: DFT, ωB97M-V/def2-TZVPD

```
16
Properties=species:S:1:pos:R:3
C -2.4913 -0.4303 -0.3498
C -1.1665 -0.6706 0.3241
N -0.3793 0.4099 0.5485
C 1.0425 0.2816 0.8531
C 1.8641 -0.0412 -0.3650
O 1.9414 1.0360 -1.3035
O -0.8130 -1.7940 0.6323
H -3.0902 -1.3108 -0.1487
H -2.4521 -0.2722 -1.4203
H -3.0404 0.4223 0.0510
H -0.7161 1.3170 0.2660
H 1.1459 -0.5431 1.5702
H 1.3363 1.1982 1.3690
H 2.8478 -0.4364 -0.1160
H 1.3919 -0.8504 -0.9293
H 2.5788 1.6840 -0.9816
```

Values from the calculation:
SMILES = CC(=O)NCCO
electronic energy = -363.055582 Eh
orbital gap = 0.382 Eh
E_LUMO = 0.79 eV
F_max = 1.054 eV Å⁻¹
ΔE to the lowest compared entry with this formula, charge and spin = 78.6 kJ/mol

2.
Molecular formula: C3H5NO2
Method: DFT, ωB97M-V/def2-TZVPD

```
11
Properties=species:S:1:pos:R:3
N 1.5364 0.5489 0.0740
C 1.0869 0.1404 -1.2014
O 0.0982 -0.7174 -1.0771
C -0.7018 -0.8141 0.1198
C -1.3812 0.5119 0.4251
O -2.0082 0.6939 1.4357
H 2.1504 1.3568 -0.0456
H 2.2465 -0.2021 -0.1910
H -0.1369 -1.1450 0.9907
H -1.4711 -1.5515 -0.1269
H -1.2952 1.2876 -0.3655
```

Values from the calculation:
electronic energy = -322.415457 Eh
orbital gap = 0.360 Eh
E_LUMO = 0.87 eV
F_max = 1.563 eV Å⁻¹
ΔE to the lowest compared entry with this formula, charge and spin = 417.1 kJ/mol

3.
Molecular formula: C42H78AlBBr3ClF4MgN3O16P3
Method: DFT, ωB97M-V/def2-TZVPD

```
153
Properties=species:S:1:pos:R:3
C 1.3783 -4.1133 -3.7838
C 1.4437 -3.0875 -2.9456
N 0.9669 -1.6675 -3.1329
P 0.4359 -1.7385 -4.9318
N 1.5560 -2.1518 -5.9022
C 2.0991 -0.6299 -2.9394
C 1.8959 0.6478 -3.8074
O 1.4570 1.6411 -3.1951
O 2.1314 0.5765 -5.0091
C 3.5908 -1.1284 -3.1080
Br 4.8594 0.3406 -3.3841
C 3.9922 -2.1737 -4.1764
C 4.5262 -1.6880 -5.5221
Br 5.4977 -3.1915 -3.3460
C 1.9062 -0.3457 -1.4179
C 2.8954 0.5256 -0.6019
C 3.4586 1.8836 -1.0227
F 4.8183 1.9152 -0.6902
C 0.3670 -0.3269 -1.0055
C 0.2943 -0.5118 0.5368
C -1.1167 -0.6739 1.1611
C 1.2810 -1.4475 1.3015
C 1.4906 -2.9191 0.9264
C 0.6020 -3.9429 1.6662
P -0.3831 1.3893 -1.4108
C -1.9619 1.7686 -0.5148
C 0.7018 2.6466 -0.6321
C 0.0345 3.9703 -0.2624
C -0.1506 -1.3833 -2.0900
B -1.5615 -0.8195 -2.6794
O -2.6779 -1.0616 -1.9269
O -1.7452 -0.0530 -3.8151
C -2.6897 -0.5219 -4.7882
P -0.6807 -3.1517 -1.4645
O -1.6796 -2.9977 -0.2037
Br -2.1349 -3.9866 -3.0232
H 0.5789 -4.3522 -4.4665
H 2.2198 -4.7932 -3.7965
H 2.1046 -3.1984 -2.0976
H -0.6342 -2.6306 -4.9637
H -0.0541 -0.4797 -5.2555
H 1.7474 -1.4256 -6.5806
H 3.9139 -1.5076 -2.1482
H 3.2924 -2.9509 -4.3856
H 5.6002 -1.5869 -5.5398
H 4.3231 -2.4843 -6.2376
H 4.0169 -0.8134 -5.9050
H 2.1549 -1.3431 -1.0360
H 2.4524 0.6916 0.3724
H 3.7613 -0.0932 -0.3743
H 3.3631 2.1857 -2.0543
H 3.0653 2.6869 -0.4085
H 0.5859 0.4646 0.9191
H -1.1819 -1.5540 1.7877
H -1.3451 0.1778 1.8007
H -1.9171 -0.7326 0.4347
H 2.2588 -0.9916 1.4249
H 0.9059 -1.4640 2.3255
H 1.5297 -3.1511 -0.1332
H 2.4920 -3.1723 1.2768
H 0.4832 -4.8052 1.0090
H 1.0887 -4.2861 2.5747
H -0.3830 -3.5545 1.9044
H -2.3746 2.6416 -1.0121
H -1.7944 2.0230 0.5359
H -2.7273 1.0028 -0.5215
H 1.2638 2.2243 0.1945
H 1.3690 2.9098 -1.4344
H 0.8254 4.7081 -0.1879
H -0.5721 3.9207 0.6370
H -0.5771 4.2548 -1.1108
H -3.3173 -0.3571 -2.0699
H -2.4308 -0.0523 -5.7315
H -3.7167 -0.2796 -4.5276
H -2.6251 -1.5978 -4.9453
H -2.1881 -3.8212 -0.1622
C -6.6457 4.8965 3.4247
O -7.1332 3.5677 3.7499
C -8.4578 3.2613 3.2072
C -8.3682 2.2615 2.0839
N -7.7518 2.8410 0.8978
C -7.3705 1.8644 -0.1143
C -6.4000 0.7691 0.2621
O -5.0588 1.2342 0.5035
C -4.8612 1.8020 1.7404
H -5.7820 5.1039 4.0649
H -6.3289 4.9605 2.3838
H -7.4115 5.6406 3.6251
H -8.9639 4.1777 2.9085
H -9.0264 2.8164 4.0232
H -9.3714 1.9158 1.8330
H -7.8061 1.3904 2.4636
H -6.9302 3.3761 1.1622
H -6.9389 2.4218 -0.9531
H -8.3970 1.3584 -0.5215
H -6.3276 0.0880 -0.5819
H -6.7445 0.1630 1.1051
H -5.4905 1.2885 2.5156
H -5.0767 2.8837 1.7221
H -3.8031 1.6888 2.0145
C 7.4484 -0.8097 -8.4407
O 6.3322 -0.5002 -7.6081
H 7.4858 -1.8898 -8.5533
H 7.3389 -0.3535 -9.4273
H 8.3815 -0.4675 -7.9866
H 6.2992 0.4547 -7.5083
Mg -5.4770 2.3918 4.1370
C 4.1524 5.8687 -0.3925
C 3.1862 5.9679 -1.6871
O 2.1247 6.5666 -1.2721
H 3.6774 5.2941 0.3973
H 5.0620 5.3591 -0.7195
H 4.3981 6.8619 -0.0304
H 3.0895 4.9161 -2.0352
H 3.7948 6.4658 -2.4649
Cl -9.1848 -0.2347 -0.3265
C 6.4859 3.2217 1.4257
C 6.8372 3.1941 2.9837
O 5.8718 2.8688 3.6819
O 8.0023 3.4993 3.2062
H 5.4508 2.9436 1.2757
H 6.6587 4.2271 1.0456
H 7.1318 2.5190 0.9056
C -4.1601 -5.9846 4.6200
C -4.2249 -5.5753 3.3536
C -3.0875 -5.8049 2.4189
O -3.1315 -5.4462 1.2686
C -1.8874 -6.5037 2.9577
C -1.8376 -6.9052 4.2271
C -2.9672 -6.6740 5.1259
O -2.9083 -7.0574 6.3148
H -4.9708 -5.8299 5.3214
H -5.0915 -5.0681 2.9488
H -1.0700 -6.6627 2.2658
H -0.9769 -7.4130 4.6436
C 4.3892 -0.4437 7.4695
C 3.8825 0.2520 6.2273
O 2.6321 -0.3320 5.7694
C 1.5410 0.0598 6.3907
O 1.4492 0.8363 7.2915
C 0.3154 -0.6043 5.7341
F 0.4986 -1.9141 5.5184
F 0.0697 -0.0306 4.5459
F -0.7764 -0.4726 6.4849
H 4.4837 -1.5160 7.2951
H 5.3622 -0.0447 7.7493
H 3.7053 -0.3050 8.3065
H 4.5801 0.1235 5.4041
H 3.7537 1.3208 6.3850
O 0.6766 4.3750 -3.1406
H 0.9414 3.4716 -3.4121
H 0.1147 4.6736 -3.8619
Al -3.8639 -8.6655 7.2805
```

Values from the calculation:
electronic energy = -13087.229939 Eh
orbital gap = 0.050 Eh
E_LUMO = -8.77 eV
F_max = 2.885 eV Å⁻¹
net charge = +2

4.
Molecular formula: C3H4INO2
Method: DFT, ωB97M-V/def2-TZVPD

```
11
Properties=species:S:1:pos:R:3
C -0.2384 -1.0915 0.1660
C -0.1879 0.4029 0.2900
C 1.0583 -0.3743 -0.0242
N -0.8964 1.2964 -0.5838
O -1.2401 2.3161 -0.0556
O -1.1451 0.9938 -1.7320
I 2.5882 -0.6951 1.3353
H -0.4463 -1.6887 1.0503
H -0.6503 -1.2933 -0.8872
H -0.2503 0.6037 1.4148
H 1.4084 -0.4700 -0.9735
```

Values from the calculation:
SMILES = O=[N+]([O-])[C@H]1C[C@@H]1I
electronic energy = -619.489775 Eh
orbital gap = 0.361 Eh
E_LUMO = -0.06 eV
F_max = 4.180 eV Å⁻¹
ΔE to the lowest compared entry with this formula, charge and spin = 411.0 kJ/mol